Entry from the OMol25 dataset: one molecule with the formula C7H7N at a distorted geometry (ωB97M-V/def2-TZVPD).

Positions of all 15 atoms, in Å:
C: 0.899601 1.688152 0.569918
C: -0.536503 1.735853 0.843334
C: -1.326118 0.703019 0.619008
C: -0.694701 -0.349803 -0.031554
C: 0.765175 -0.540840 -0.241239
C: 1.431223 0.747813 -0.195324
C: 0.490026 -2.025438 -0.831283
N: -0.933000 -1.555799 -0.681045
H: 1.485046 2.564921 0.930532
H: -1.064958 2.547532 1.410024
H: -2.383876 0.852693 0.848709
H: 2.569976 0.735995 -0.355343
H: 0.698446 -2.836910 -0.206803
H: 0.636796 -2.288251 -1.880408
H: -1.582627 -2.437931 -0.376550

Forces on atoms 1 to 6 (eV/Å):
C -3.1 4.3 1.5
C 2.9 2.6 2.0
C -2.0 -1.9 -1.5
C 3.5 -3.0 -0.1
C -2.8 2.8 -0.5
C 4.2 -5.4 -0.2

Output
**Total charge**: 0
**Relative energy (zero: lowest compared OMol25 entry of this formula, charge and spin)**: 254.93 kJ/mol
**Spin multiplicity**: 1
**Largest force on an atom**: 6.87 eV Å⁻¹
**Total energy**: -8858.982 eV
**HOMO level**: -7.655 eV
**Orbital gap**: 8.748 eV
**SMILES**: c1ccc2c(c1)CN2